# C2H8N2

An isolated molecule of C2H8N2 (the ωB97M-V functional and the def2-TZVPD basis, OMol25).

Properties
F_max = 4.0 eV/Å
ΔE to the lowest compared entry with this formula, charge and spin = 35.8 kcal/mol
LUMO level = 0.038 Eh
SMILES = NCCN
Gap between HOMO and LUMO = 10.508 eV
HOMO = -9.5 eV

```
! RIJCOSX wB97M-V def2-TZVPD def2/J DEFGRID3
* xyz 0 1
H 0.88271 -1.63585 0.50283
H -0.96096 0.59175 1.64964
H 2.56590 -0.25699 -0.54018
C -1.05289 -0.25228 -0.22495
H -1.63469 -1.12087 0.17274
H 0.46287 -1.45330 -1.22812
H -0.36272 1.49912 0.64052
C 0.38993 -0.87817 -0.27372
H -1.40139 -0.14396 -1.23157
N -1.23856 0.98025 0.68957
N 1.65170 0.19957 -0.15733
H 1.53405 1.04412 -0.69955
*
```

From a Mulliken analysis of the wavefunction, the atomic charges in e read: number 1, H, carries 0.247; number 2, H, carries 0.280; number 3, H, carries 0.215; number 4, C, carries -0.379; number 5, H, carries 0.243; number 6, H, carries 0.272; number 7, H, carries 0.291; number 8, C, carries -0.394; number 9, H, carries 0.313; number 10, N, carries -0.645; number 11, N, carries -0.636; number 12, H, carries 0.193